Entry 1:
The following is a DFT calculation (ωB97M-V/def2-TZVPD) of a 2-piece molecular cluster, C3H9N2O2 overall at a distorted geometry.

Values from the calculation:
total charge: +1
gap between HOMO and LUMO: 10.4 eV
strongest force on any atom: 3.16 eV/Å
highest occupied orbital energy: -13.405 eV
relative energy (zero: lowest compared OMol25 entry of this formula, charge and spin): 172.6 kJ/mol
LUMO level: -3.1 eV

```
16
Properties=species:S:1:pos:R:3:nbo_charge:R:1
O -1.032 0.506 -2.211 -0.6151
C 0.063 0.069 -2.584 0.6564
O 1.205 0.309 -1.899 -0.6684
H 0.277 -0.600 -3.467 0.1355
H 1.917 -0.238 -2.295 0.5042
C 0.206 -0.797 1.799 0.0515
C -0.293 0.435 1.605 -0.1960
N -1.462 0.580 0.699 -0.6760
N 1.217 -1.087 2.701 -0.7481
H -0.136 -1.645 1.249 0.2004
H 0.014 1.334 2.110 0.2318
H -1.184 1.152 -0.122 0.4704
H -1.717 -0.366 0.392 0.4441
H -2.280 1.022 1.102 0.4379
H 1.641 -0.175 2.882 0.3761
H 1.938 -1.688 2.304 0.3955
```


Entry 2:
The following is a DFT calculation (ωB97M-V/def2-TZVPD) of one molecule with the formula C27H31N5O2 at a distorted geometry.

Values from the calculation:
gap between HOMO and LUMO: 8.7 eV
strongest force on any atom: 1.21 eV/Å
highest occupied orbital energy: -8.406 eV
relative energy (zero: lowest compared OMol25 entry of this formula, charge and spin): 25.1 kJ/mol
structure (SMILES): Cc1ccc(CCNC(=O)CCCn2nc(C)c3c(C)n(-c4ccc(C)cc4)nc3c2=O)cc1
LUMO level: 0.3 eV

```
65
Properties=species:S:1:pos:R:3:nbo_charge:R:1
C -2.124 -2.483 0.861 -0.6385
C -0.682 -2.665 0.504 -0.0437
C 0.314 -2.130 1.310 -0.2207
C 1.648 -2.342 1.015 -0.1695
C 2.028 -3.089 -0.093 -0.0561
C 3.479 -3.293 -0.429 -0.4274
C 3.946 -2.281 -1.487 -0.2143
N 3.818 -0.923 -1.020 -0.6290
C 4.881 -0.137 -0.731 0.6851
O 6.027 -0.463 -0.956 -0.6302
C 4.487 1.202 -0.129 -0.5103
C 4.022 1.049 1.324 -0.3867
C 3.128 2.214 1.755 -0.2189
N 1.850 2.165 1.068 -0.2473
N 1.816 2.842 -0.087 -0.2456
C 0.771 2.852 -0.844 0.2090
C 0.850 3.642 -2.110 -0.6404
C -0.391 2.119 -0.452 -0.1412
C -1.662 1.872 -0.964 0.1882
C -2.331 2.400 -2.179 -0.6572
N -2.266 1.063 -0.058 -0.1492
C -3.562 0.516 -0.103 0.1004
C -4.068 -0.053 -1.264 -0.1602
C -5.337 -0.602 -1.259 -0.2278
C -6.112 -0.607 -0.106 -0.0015
C -7.478 -1.219 -0.096 -0.6292
C -5.581 -0.054 1.055 -0.2036
C -4.319 0.503 1.063 -0.1822
N -1.500 0.786 0.994 -0.2258
C -0.351 1.404 0.778 0.0442
C 0.835 1.398 1.616 0.6116
O 0.987 0.814 2.673 -0.6105
C 1.031 -3.606 -0.910 -0.2265
C -0.304 -3.401 -0.613 -0.1643
H -2.757 -2.495 -0.024 0.2073
H -2.264 -1.544 1.390 0.2366
H -2.447 -3.293 1.517 0.2178
H 0.048 -1.535 2.170 0.2352
H 2.405 -1.934 1.672 0.2038
H 3.636 -4.299 -0.823 0.2152
H 4.091 -3.173 0.466 0.2152
H 3.353 -2.404 -2.401 0.1874
H 5.002 -2.433 -1.719 0.2379
H 2.895 -0.632 -0.734 0.3973
H 5.348 1.868 -0.176 0.2300
H 3.682 1.635 -0.727 0.2305
H 4.887 0.996 1.986 0.2175
H 3.452 0.127 1.448 0.2086
H 3.595 3.170 1.516 0.2141
H 2.923 2.147 2.826 0.2355
H 1.861 4.020 -2.232 0.2414
H 0.162 4.485 -2.073 0.2175
H 0.588 3.020 -2.964 0.2170
H -3.412 2.383 -2.059 0.2390
H -2.012 3.424 -2.359 0.2360
H -2.070 1.810 -3.059 0.2292
H -3.466 -0.093 -2.159 0.2134
H -5.725 -1.044 -2.165 0.2145
H -7.452 -2.176 0.425 0.2258
H -8.183 -0.576 0.427 0.2218
H -7.839 -1.390 -1.107 0.2168
H -6.166 -0.061 1.962 0.2168
H -3.899 0.924 1.963 0.2399
H 1.303 -4.187 -1.781 0.2034
H -1.066 -3.823 -1.255 0.1967
```


Entry 3:
The following is a DFT calculation (ωB97M-V/def2-TZVPD) of a 2-piece molecular cluster, C6H11BrN2 overall at a distorted geometry.

Values from the calculation:
gap between HOMO and LUMO: 7.1 eV
strongest force on any atom: 3.67 eV/Å
highest occupied orbital energy: -6.995 eV
relative energy (zero: lowest compared OMol25 entry of this formula, charge and spin): 52.3 kJ/mol
LUMO level: 0.1 eV

```
20
Properties=species:S:1:pos:R:3:nbo_charge:R:1
C 0.704 1.635 1.979 -0.6670
C -0.690 1.154 1.489 -0.2149
N -0.672 0.129 0.434 -0.2625
C -1.738 -0.537 -0.094 -0.0233
C -1.228 -1.351 -1.139 -0.0569
N 0.118 -1.187 -1.156 -0.3034
C 0.495 -0.265 -0.239 0.2600
C 1.099 -1.928 -1.927 -0.4229
H 0.696 2.403 2.753 0.2427
H 1.194 2.136 1.144 0.2795
H 1.319 0.794 2.299 0.1914
H -1.378 1.928 1.150 0.2629
H -1.281 0.712 2.291 0.1943
H -2.758 -0.318 0.189 0.2479
H -1.746 -2.007 -1.824 0.2401
H 1.482 0.168 -0.161 0.2725
H 1.939 -2.277 -1.326 0.2271
H 1.503 -1.361 -2.766 0.2364
H 0.755 -2.896 -2.292 0.2304
Br 0.186 3.067 -0.805 -0.9343
```


Entry 4:
The following is a DFT calculation (ωB97M-V/def2-TZVPD) of one molecule with the formula C4H8N2O2 at a distorted geometry.

Values from the calculation:
gap between HOMO and LUMO: 8.6 eV
strongest force on any atom: 8.93 eV/Å
highest occupied orbital energy: -8.816 eV
relative energy (zero: lowest compared OMol25 entry of this formula, charge and spin): 494.3 kJ/mol
structure (SMILES): N/C(C=O)=N/CCO
LUMO level: -0.3 eV

```
16
Properties=species:S:1:pos:R:3:nbo_charge:R:1
N -1.800 1.596 -0.150 -0.7941
C -1.207 0.466 -0.048 0.3248
C -2.145 -0.752 0.325 0.3869
O -3.367 -0.795 0.313 -0.4922
N 0.119 0.363 -0.122 -0.5535
C 0.803 -0.873 -0.304 -0.2913
C 2.296 -0.388 -0.234 -0.0098
O 2.364 0.545 0.833 -0.7661
H -1.121 2.421 -0.615 0.4197
H -2.848 1.964 0.163 0.4489
H -1.404 -1.622 0.486 0.1224
H 0.892 -1.378 0.541 0.1789
H 0.338 -1.507 -1.068 0.1980
H 2.900 -1.240 -0.071 0.1719
H 2.653 0.196 -1.296 0.1411
H 1.525 1.004 1.246 0.5144
```


Entry 5:
The following is a DFT calculation (ωB97M-V/def2-TZVPD) of C19H21N3O2S6Sn as an isolated structure at a distorted geometry.

Values from the calculation:
total charge: -2
gap between HOMO and LUMO: 3.2 eV
strongest force on any atom: 1.58 eV/Å
highest occupied orbital energy: -0.322 eV
relative energy (zero: lowest compared OMol25 entry of this formula, charge and spin): 189.9 kJ/mol
LUMO level: 2.8 eV

```
52
Properties=species:S:1:pos:R:3:nbo_charge:R:1
Sn 0.975 0.032 0.437 0.9781
O 6.722 0.806 4.614 -0.6443
C 5.822 0.566 3.831 0.1592
S 5.653 1.319 2.253 0.2899
C 4.145 0.535 1.750 -0.4005
C 3.614 -0.338 2.632 -0.4078
S 2.142 -1.243 2.501 -0.3628
S 4.525 -0.582 4.130 0.2901
S 3.553 0.975 0.184 -0.3836
C -1.081 -3.302 -0.061 -0.6158
C -0.074 -3.629 -1.122 -0.1407
C -0.083 -4.853 -1.767 -0.2107
C 0.840 -5.169 -2.761 -0.3595
C 1.798 -4.216 -3.106 -0.2169
C 1.842 -2.979 -2.494 -0.1182
C 2.861 -1.942 -2.864 -0.6223
C 0.898 -2.629 -1.465 0.2980
N 0.907 -1.425 -0.919 -1.2538
H -1.723 -4.161 0.154 0.1772
H -1.705 -2.457 -0.373 0.2042
H -0.572 -2.991 0.856 0.2151
H -0.833 -5.590 -1.485 0.1696
H 0.815 -6.136 -3.254 0.1730
H 2.531 -4.452 -3.876 0.1711
H 3.591 -2.333 -3.578 0.1751
H 3.373 -1.587 -1.968 0.2409
H 2.366 -1.065 -3.296 0.1920
C 0.239 3.235 -2.749 -0.8272
S -0.114 1.554 -2.087 1.3323
C -0.445 0.813 -3.724 -0.8249
O -1.435 1.669 -1.441 -1.0010
H -0.630 3.608 -3.290 0.2085
H 1.120 3.173 -3.386 0.2164
H 0.445 3.875 -1.894 0.2290
H -1.271 1.343 -4.197 0.2062
H -0.714 -0.225 -3.540 0.2597
H 0.461 0.858 -4.325 0.2179
N -5.752 2.703 3.705 -0.7745
C -4.747 3.509 3.238 0.1426
S -5.040 5.149 3.191 -0.1968
C -3.523 2.876 2.776 -0.1551
C -2.420 3.630 2.355 -0.1860
C -1.273 2.982 1.942 0.0431
N -1.143 1.660 1.912 -0.3344
C -2.191 0.937 2.281 0.0437
C -3.378 1.481 2.726 -0.2163
H -6.488 3.222 4.155 0.3971
H -5.477 1.857 4.182 0.3840
H -2.481 4.709 2.374 0.2313
H -0.400 3.543 1.620 0.2014
H -2.059 -0.140 2.210 0.2094
H -4.188 0.824 3.017 0.1966
```


Entry 6:
The following is a DFT calculation (ωB97M-V/def2-TZVPD) of a 2-piece molecular cluster, C4H8N2OS overall at a distorted geometry.

Values from the calculation:
gap between HOMO and LUMO: 8.2 eV
strongest force on any atom: 8.27 eV/Å
highest occupied orbital energy: -8.731 eV
relative energy (zero: lowest compared OMol25 entry of this formula, charge and spin): 648.2 kJ/mol
LUMO level: -0.5 eV

```
16
Properties=species:S:1:pos:R:3:nbo_charge:R:1
C -0.801 0.300 -0.373 -0.4260
C 0.135 -0.903 -0.771 -0.2303
C 1.454 -0.813 1.204 0.2177
C -0.138 1.534 0.455 -0.1053
H -3.199 0.697 -2.076 0.1348
H -1.665 -0.050 0.316 0.2465
H 0.959 -1.001 -1.644 0.1979
H -0.704 -1.425 -1.284 0.2278
H 0.709 -2.330 0.511 0.3922
H 1.937 -1.570 1.924 0.1946
H -0.560 1.438 1.478 0.1945
H -0.419 2.567 -0.180 0.2306
N 0.560 -1.385 0.341 -0.6329
N 1.773 0.436 1.418 -0.2120
O 1.339 1.397 0.513 -0.4096
S -1.381 1.109 -1.833 -0.0204
```


Entry 7:
The following is a DFT calculation (ωB97M-V/def2-TZVPD) of a 5-piece molecular cluster, C13H37Cl3O16P4 overall at a distorted geometry.

Values from the calculation:
gap between HOMO and LUMO: 10.7 eV
strongest force on any atom: 4.95 eV/Å
highest occupied orbital energy: -10.362 eV
relative energy (zero: lowest compared OMol25 entry of this formula, charge and spin): 365.0 kJ/mol
structure (SMILES): COP(=O)(OC)OC.COP(=O)(OC)OC.COP(=O)(OC)OC.COP(=O)(OC)OC.ClC(Cl)Cl
LUMO level: 0.3 eV

```
73
Properties=species:S:1:pos:R:3:mulliken_charge:R:1
C 0.104 6.815 -4.531 -0.4063
O 0.669 5.885 -5.423 -0.2927
P -0.270 4.645 -6.108 0.7442
O -1.111 4.956 -7.308 -0.6754
O 0.997 3.569 -6.390 -0.2662
C 1.691 3.736 -7.665 -0.6827
O -1.052 4.096 -4.846 -0.0121
C -1.805 2.860 -4.959 -0.6551
H 0.241 6.513 -3.493 -0.0323
H -0.935 6.889 -4.854 0.3582
H 0.719 7.707 -4.650 0.2626
H 2.766 3.643 -7.510 0.2738
H 1.583 4.765 -8.008 0.3121
H 1.441 2.951 -8.378 0.2535
H -1.124 2.059 -4.670 0.2206
H -2.378 2.638 -5.860 0.3541
H -2.541 2.976 -4.164 0.2529
C 1.947 -3.840 4.832 -0.5827
O 2.330 -4.742 3.801 -0.2823
P 3.549 -4.402 2.726 0.9202
O 4.742 -3.707 3.371 -0.6965
O 2.829 -3.442 1.637 -0.2045
C 3.116 -2.082 1.426 -0.5992
O 3.775 -5.807 1.975 -0.3601
C 4.709 -5.935 0.835 -0.6673
H 2.586 -3.797 5.714 0.3338
H 0.946 -3.974 5.242 0.1660
H 2.014 -2.813 4.474 0.2348
H 4.175 -1.986 1.666 0.3979
H 2.637 -1.262 1.961 0.3542
H 3.088 -1.928 0.347 0.0933
H 5.280 -5.012 0.734 0.3153
H 4.149 -6.269 -0.038 0.2667
H 5.587 -6.506 1.138 0.3013
C -1.771 -3.647 1.512 -0.3624
O -3.018 -3.634 2.096 -0.2298
P -3.741 -4.948 2.598 0.9837
O -4.037 -5.916 1.493 -0.6931
O -4.924 -4.321 3.362 -0.3059
C -5.877 -5.216 3.919 -0.7298
O -2.761 -5.525 3.694 -0.2784
C -2.418 -4.698 4.854 -0.4338
H -1.694 -4.356 0.688 0.3544
H -0.939 -3.691 2.214 0.1700
H -1.699 -2.716 0.949 0.0048
H -5.969 -5.129 5.002 0.2736
H -5.635 -6.261 3.722 0.3600
H -6.879 -4.953 3.579 0.2621
H -1.431 -4.241 4.772 -0.0291
H -2.513 -5.363 5.712 0.3287
H -3.109 -3.879 5.052 0.3494
C -2.539 3.332 0.383 -0.6301
O -1.457 3.971 -0.169 -0.3293
P 0.126 3.619 0.116 0.7658
O 0.454 2.183 -0.289 -0.2652
O 1.004 4.734 -0.687 -0.3017
C 0.769 6.022 -0.303 -0.6961
O 0.278 3.976 1.649 -0.2602
C 1.392 3.464 2.402 -0.7825
H -3.210 4.020 0.897 0.2709
H -2.111 2.734 1.188 0.2898
H -3.097 2.722 -0.328 0.2227
H 1.777 6.297 0.007 0.3231
H 0.023 6.303 0.440 0.3512
H 0.599 6.622 -1.198 0.1700
H 1.035 3.201 3.397 0.2920
H 2.119 4.223 2.693 0.3038
H 1.940 2.568 2.108 0.3184
Cl 0.639 -0.590 -3.778 -0.1575
C 0.574 -0.077 -2.120 0.4549
Cl 2.143 -0.100 -1.276 -0.1292
Cl -0.698 -0.856 -1.038 -0.1534
H 0.202 0.925 -2.335 -0.0819
```


Entry 8:
The following is a DFT calculation (ωB97M-V/def2-TZVPD) of a 2-piece molecular cluster, C4H6BrNO4 overall at a distorted geometry.

Values from the calculation:
gap between HOMO and LUMO (spin up / spin down): 4.0 / 4.0 eV
strongest force on any atom: 7.21 eV/Å
highest occupied orbital energy (spin up / spin down): -7.769 / -7.766 eV
relative energy (zero: lowest compared OMol25 entry of this formula, charge and spin): 521.3 kJ/mol
LUMO level (spin up / spin down): -3.8 / -3.8 eV

```
16
Properties=species:S:1:pos:R:3:nbo_charge:R:1
C -0.475 -0.387 0.092 -0.4824
C -0.272 0.258 -1.245 -0.0959
C 0.231 0.467 1.159 -0.0959
C -0.926 2.183 -0.006 0.8708
N -1.550 3.392 -0.001 0.4023
O -2.073 3.686 -1.081 -0.2774
O -1.705 3.928 1.094 -0.2719
O -0.902 1.531 -1.150 -0.3693
O -0.450 1.755 1.098 -0.3438
Br 3.362 0.609 -0.329 -0.8491
H -1.564 -0.364 0.413 0.2177
H -0.341 -1.444 0.173 0.2733
H 0.691 0.461 -1.650 0.2791
H -0.793 -0.464 -2.034 0.2313
H 0.149 0.106 2.176 0.2303
H 1.180 0.787 0.832 0.2810
```